# 1
Entry from OMol25: 2 unconnected molecules or ions with the total composition C9H13NO2 in a non-equilibrium geometry (the ωB97M-V functional and the def2-TZVPD basis).

The value obtained for the energy above the lowest of the compared OMol25 structures with the same formula, charge and spin is 36.1 kcal/mol. The expectation value of S² is 0.750. Its spin multiplicity is 2. The value obtained for the largest force on an atom is 2.656 eV Å⁻¹. As for the charge: -1.

Element x y z (Å)
C (-1.61039, -1.94778, -1.88850)
C (-2.60953, -1.20862, 0.30736)
C (-1.48276, -1.59019, -0.41263)
C (-2.46139, -0.75860, 1.61065)
C (-1.20976, -0.82311, 2.19624)
C (-0.25918, -1.69735, 0.21427)
C (-0.09006, -1.32009, 1.55882)
O (-0.95490, -0.25075, 3.43428)
H (-3.59473, -1.28199, -0.13084)
H (-3.19484, -0.16527, 2.14401)
H (-1.40465, -1.00626, -2.39033)
H (-2.55547, -2.43219, -2.15311)
H (0.65765, -1.81394, -0.35124)
H (-1.72168, 0.24401, 3.69323)
H (0.92522, -1.42759, 1.89656)
H (-1.03385, -2.84990, -2.11194)
C (3.08289, 1.54707, -1.54088)
C (2.13667, 2.12897, -0.50784)
O (1.68079, 1.30713, 0.28874)
N (2.03884, 3.45090, -0.21822)
H (4.04835, 2.03560, -1.34195)
H (2.74475, 1.67841, -2.56896)
H (1.48495, 3.50057, 0.60380)
H (2.04991, 4.18331, -0.91156)
H (3.33316, 0.49766, -1.41995)

# 2
Entry from OMol25: a molecular structure, C24H27BrN4NdO2S2Si in a non-equilibrium geometry (the ωB97M-V functional and the def2-TZVPD basis).

The expectation value of S² is 3.753. Its spin multiplicity is 4. The value obtained for the largest force on an atom is 3.499 eV Å⁻¹. For the calculated total energy, the calculation gives -5521.4055 a.u. As for the charge: +1.

Element x y z (Å)
Nd (3.27032, -17.87558, -2.66506)
O (7.35412, -21.06720, -5.49974)
C (7.59100, -21.30602, -4.19302)
C (8.58827, -22.28787, -3.95689)
C (9.13449, -22.43814, -2.69400)
C (8.54110, -21.72636, -1.62058)
C (7.49247, -20.82911, -1.85193)
C (6.96714, -20.61697, -3.11324)
C (5.75213, -19.75565, -3.33569)
O (5.21970, -19.18735, -2.29351)
N (5.24412, -19.66483, -4.58607)
N (4.09789, -18.89382, -4.58238)
C (3.37083, -18.53989, -5.66616)
S (1.79767, -17.62257, -5.40643)
C (1.59001, -17.07285, -7.14029)
C (2.75079, -17.53793, -8.07212)
S (3.96680, -18.64078, -7.31573)
H (6.51816, -20.47833, -5.53424)
H (8.96245, -22.89330, -4.80129)
H (10.09121, -23.00483, -2.60058)
H (8.88580, -21.89116, -0.56570)
H (7.10513, -20.33440, -0.96035)
H (1.59441, -15.96626, -7.04307)
H (0.63614, -17.44003, -7.55505)
H (3.29963, -16.64079, -8.42316)
H (2.39028, -18.10506, -8.92839)
Br (2.43857, -20.04128, -0.67033)
C (0.98240, -19.35311, -1.80267)
C (-0.09984, -20.18643, -2.02465)
C (-1.31905, -19.53701, -2.22608)
C (-1.38586, -18.17036, -2.39544)
C (-0.24622, -17.42050, -2.31862)
N (0.94666, -18.01082, -2.02692)
H (-0.04343, -21.26541, -1.90082)
H (-2.25327, -20.12272, -2.18056)
H (-2.29495, -17.63728, -2.70991)
H (-0.28120, -16.35299, -2.51856)
C (5.13259, -16.48513, -0.49316)
Si (5.22932, -15.18021, -1.90577)
C (6.98059, -15.32949, -2.63577)
C (5.06089, -13.51587, -1.08143)
N (3.89155, -15.55476, -2.97752)
C (3.29663, -14.58718, -3.72691)
C (4.02564, -14.02665, -4.87460)
C (3.48077, -12.98919, -5.56897)
C (2.21626, -12.48458, -5.28541)
C (1.48142, -13.02923, -4.23201)
C (1.99366, -14.01719, -3.41682)
H (6.05512, -17.07572, -0.48660)
H (4.25185, -17.15092, -0.58410)
H (5.01273, -15.97572, 0.46443)
H (7.75652, -15.53473, -1.86722)
H (7.26366, -14.41277, -3.10420)
H (7.03607, -16.11263, -3.42068)
H (6.01842, -13.16043, -0.67118)
H (4.32085, -13.50282, -0.30495)
H (4.77193, -12.81279, -1.85393)
H (4.98191, -14.42998, -5.13597)
H (4.07955, -12.55927, -6.40086)
H (1.80883, -11.65515, -5.88371)
H (0.47094, -12.64858, -4.06803)
H (1.45402, -14.40230, -2.53457)

# 3
Entry from OMol25: C5H9NS in the gas phase in a non-equilibrium geometry (the ωB97M-V functional and the def2-TZVPD basis).

The value obtained for the energy above the lowest of the compared OMol25 structures with the same formula, charge and spin is 36.7 kcal/mol. The value obtained for the largest force on an atom is 1.555 eV Å⁻¹.

Element x y z (Å)
C (-0.37493, 2.07251, -0.28732)
C (-0.38968, 0.69894, 0.37223)
C (0.74246, -0.28650, 0.05763)
S (2.33600, -0.25018, 0.11861)
C (-0.28728, -1.29540, -0.43300)
N (-1.31995, -0.25531, -0.35666)
C (-2.54654, -0.57472, 0.32249)
H (-0.15117, 1.95144, -1.34144)
H (0.39292, 2.67587, 0.16757)
H (-1.38230, 2.55838, -0.13039)
H (-0.54308, 0.74858, 1.48381)
H (-0.41330, -2.10327, 0.25944)
H (-0.26649, -1.73327, -1.44456)
H (-3.22026, 0.28157, 0.23923)
H (-2.42643, -0.88766, 1.37703)
H (-2.99048, -1.39063, -0.20414)

# 4
Entry from OMol25: 10 unconnected molecules or ions with the total composition C10H40N20O10 in a non-equilibrium geometry (the ωB97M-V functional and the def2-TZVPD basis).

The value obtained for the energy above the lowest of the compared OMol25 structures with the same formula, charge and spin is 226.9 kcal/mol. The value obtained for the largest force on an atom is 10.310 eV Å⁻¹.

Element x y z (Å)
N (1.62682, -1.86293, 23.00996)
C (2.61793, -1.88459, 23.77217)
N (2.46704, -1.12979, 24.82870)
O (3.63193, -2.63886, 23.66755)
H (0.76640, -1.33626, 23.05903)
H (1.83200, -2.33431, 22.14058)
H (1.70356, -0.47092, 24.77306)
H (2.97541, -1.32826, 25.67856)
N (5.39640, 0.82565, 20.08975)
C (6.32720, 0.25506, 19.48725)
N (5.94439, -0.09179, 18.27243)
O (7.40403, -0.00880, 19.96855)
H (4.51937, 0.96586, 19.60884)
H (5.36176, 0.72848, 21.09447)
H (6.66518, -0.49353, 17.69004)
H (5.10683, 0.30742, 17.87341)
N (4.81452, 0.73905, 31.16633)
C (4.40862, 1.07738, 32.35416)
N (5.18546, 0.63333, 33.23749)
O (3.49948, 1.82443, 32.49889)
H (4.28977, 1.10073, 30.38280)
H (5.22456, -0.17147, 31.01487)
H (5.80709, -0.10472, 32.93926)
H (4.90110, 0.92733, 34.16097)
N (16.61612, -1.20179, 31.36578)
C (15.38564, -1.31040, 31.00788)
N (15.14119, -0.74444, 29.87996)
O (14.53825, -1.87877, 31.67008)
H (16.97807, -1.84065, 32.05928)
H (17.16217, -0.56686, 30.80117)
H (15.77220, -0.12749, 29.38873)
H (14.22470, -0.66518, 29.46297)
N (7.70973, -2.05319, 27.11553)
C (8.69105, -1.89124, 26.29559)
N (8.38842, -1.86213, 25.05874)
O (9.87351, -1.94287, 26.73947)
H (6.76002, -2.07483, 26.77247)
H (7.90790, -2.40635, 28.04079)
H (7.44002, -2.04163, 24.76138)
H (9.12153, -1.53009, 24.44848)
N (15.94804, 2.67304, 25.87814)
C (15.24928, 1.92312, 25.10083)
N (13.98013, 2.24675, 25.16885)
O (15.82130, 1.15668, 24.29824)
H (16.87823, 2.33161, 26.07374)
H (15.47793, 3.34872, 26.46342)
H (13.80179, 3.22869, 25.32410)
H (13.25240, 1.79870, 24.63057)
N (6.35321, -5.29964, 20.49298)
C (5.75582, -5.61048, 19.40598)
N (6.24709, -6.67483, 18.86687)
O (4.74459, -5.14443, 19.00523)
H (5.79496, -4.83600, 21.19545)
H (7.30016, -5.64383, 20.56307)
H (6.82343, -7.23564, 19.47795)
H (5.79083, -7.10368, 18.07439)
N (9.50763, -3.95809, 33.47613)
C (9.19490, -3.78542, 32.29112)
N (10.27613, -3.45699, 31.58356)
O (8.10179, -4.03323, 31.69754)
H (10.46483, -3.72174, 33.69520)
H (8.75098, -4.29393, 34.05476)
H (10.27797, -3.16941, 30.61536)
H (11.16478, -3.38071, 32.05746)
N (12.40333, -5.26561, 25.55738)
C (12.16893, -5.94183, 24.55220)
N (11.03455, -5.65067, 24.02609)
O (13.02485, -6.64794, 24.03984)
H (13.32608, -5.32832, 25.96318)
H (11.88398, -4.47366, 25.90837)
H (10.50652, -4.86787, 24.38458)
H (10.90038, -5.87183, 23.04978)
N (3.19874, -4.36761, 28.51514)
C (2.44868, -3.89222, 29.45257)
N (3.00118, -3.98969, 30.61069)
O (1.33907, -3.53004, 29.25857)
H (4.00996, -4.87238, 28.84263)
H (2.69783, -4.36895, 27.63811)
H (2.33372, -3.98281, 31.36869)
H (3.92193, -4.39947, 30.67710)